# 1
{"formula": "C19H20F8N2O7S2Y", "method": "ωB97M-V/def2-TZVPD", "elements": ["C", "C", "O", "H", "C", "H", "O", "H", "N", "O", "Y", "C", "F", "C", "C", "H", "F", "C", "F", "H", "S", "H", "C", "C", "F", "H", "F", "C", "C", "N", "H", "H", "H", "H", "C", "H", "O", "F", "O", "S", "C", "O", "H", "F", "F", "H", "H", "H", "C", "H", "H", "C", "C", "H", "O", "C", "H", "C", "C"], "positions_angstrom": [[3.09, -0.15, 1.16], [1.98, 0.64, -2.69], [-1.68, -3.12, 3.26], [1.84, 4.08, 0.64], [-0.32, 1.26, -3.13], [1.37, 3.23, 2.14], [-1.68, 1.47, -1.07], [2.40, 1.65, -2.88], [-2.19, -0.76, 3.56], [0.65, 0.83, -2.20], [-0.20, 0.36, 0.27], [-1.34, -2.13, -1.79], [2.43, -3.72, -2.01], [0.99, 3.74, 1.26], [-0.35, 1.30, 3.86], [0.00, 3.41, -1.43], [0.70, 0.85, 3.00], [-3.26, -1.95, 1.45], [-3.31, -3.14, 0.73], [0.44, -4.54, -3.47], [-2.02, 0.78, 3.12], [-2.28, 0.39, -2.76], [-1.70, 1.30, -2.52], [2.68, -2.84, 0.80], [-3.24, -0.96, 0.56], [4.83, -0.70, 2.36], [-0.17, 0.92, 5.11], [-1.96, 2.81, -0.62], [1.93, -1.89, 0.09], [2.06, -0.58, 0.40], [2.48, 0.08, -1.93], [2.41, -3.88, 0.67], [0.35, 4.54, 1.59], [3.23, 0.93, 1.21], [0.95, -2.22, -0.96], [2.05, 0.07, -3.64], [-1.74, 0.94, 1.64], [-0.34, 2.68, 3.75], [-0.63, -1.57, 1.64], [-1.74, -1.90, 2.53], [1.20, -3.24, -1.89], [-3.13, 1.57, 3.66], [4.24, -3.13, 2.25], [-4.37, -1.88, 2.21], [-1.96, -3.60, -3.50], [-2.37, -1.78, -1.79], [-0.01, 2.28, -3.50], [-2.22, 2.15, -3.00], [0.22, -3.80, -2.71], [-0.41, 0.66, -4.02], [-2.55, 3.36, -1.40], [3.65, -2.42, 1.70], [-1.02, -3.18, -2.63], [-2.51, 2.73, 0.33], [0.19, 2.79, 0.55], [-0.31, -1.70, -1.04], [-0.67, 4.53, -0.20], [-0.60, 3.47, -0.50], [3.95, -1.01, 1.79]], "lowdin_charge": [-0.14, -0.04, -0.21, 0.12, -0.19, 0.08, -0.27, 0.11, -0.27, -0.28, 1.62, -0.08, 0.10, -0.06, -0.50, 0.14, 0.04, -0.58, 0.11, 0.14, 0.75, 0.14, -0.11, 0.02, 0.12, 0.11, 0.19, -0.12, -0.22, -0.02, 0.06, 0.13, 0.10, 0.12, -0.18, 0.12, -0.47, 0.10, -0.37, 0.65, -0.23, -0.22, 0.11, 0.15, 0.07, 0.11, 0.14, 0.14, 0.09, 0.14, 0.16, 0.01, -0.26, 0.14, -0.31, -0.19, 0.14, -0.12, -0.02], "charge": 1}

# 2
{"formula": "C19H20N2O2ReS2SbSe4Te", "method": "ωB97M-V/def2-TZVPD", "elements": ["H", "H", "S", "C", "H", "C", "C", "Se", "H", "C", "H", "O", "Te", "H", "H", "Se", "H", "C", "C", "H", "Se", "C", "C", "S", "H", "Sb", "H", "C", "H", "O", "C", "H", "H", "H", "C", "N", "H", "H", "C", "C", "C", "N", "C", "H", "C", "Re", "C", "Se", "C", "H", "C", "H"], "positions_angstrom": [[-3.95, 0.26, 0.17], [2.77, 3.09, -3.62], [1.23, 1.61, -2.62], [-3.39, -1.58, -0.80], [-3.95, -2.97, -4.61], [-3.02, -3.08, -2.68], [2.11, 1.56, 3.57], [-1.04, -0.11, -1.44], [-0.19, -3.92, 0.58], [-0.02, -3.41, -0.38], [4.85, 1.90, -3.17], [0.17, 1.27, 2.17], [-1.38, -1.02, 1.48], [-4.33, -4.42, -3.71], [-4.79, -1.90, -2.38], [-2.30, 2.75, 0.60], [4.01, 0.35, -3.03], [1.29, 1.47, 4.71], [-1.32, -2.93, -0.95], [2.61, 1.60, -4.57], [-4.66, 1.63, -2.54], [-3.80, -2.15, -2.00], [-2.08, -1.90, -0.33], [3.73, 1.67, -1.06], [5.09, 1.96, 5.13], [-2.82, 2.93, -2.04], [0.47, -4.12, -1.05], [3.92, 1.42, -2.86], [-5.29, -0.65, -0.50], [4.37, 1.85, 2.72], [2.02, 1.56, -1.09], [-4.51, -1.19, 0.99], [1.17, 1.49, 6.84], [0.68, -2.59, -0.19], [-4.34, -0.74, 0.01], [1.36, 1.49, 0.04], [3.89, 1.79, 1.88], [-1.21, -4.23, -2.63], [-3.53, -3.72, -3.94], [4.02, 1.82, 5.03], [-1.80, -3.47, -2.13], [2.18, 1.59, 1.17], [3.50, 1.75, 3.74], [-2.75, -4.26, -4.46], [1.49, 1.48, 2.27], [-0.65, 1.13, 0.36], [1.81, 1.55, 5.98], [-1.37, 4.49, -2.95], [2.73, 2.01, -3.57], [0.22, 1.34, 4.58], [3.19, 1.73, 6.12], [3.62, 1.80, 7.12]], "lowdin_charge": [0.01, 0.10, 0.86, -0.37, 0.10, -0.20, -0.08, 0.63, 0.10, -0.06, 0.10, -0.38, 1.27, 0.11, 0.13, 0.26, 0.09, -0.02, -0.37, 0.10, 0.18, 0.00, -0.72, 1.08, 0.13, 0.12, 0.10, -0.45, 0.08, 0.09, -0.89, 0.09, 0.11, 0.07, -0.11, -0.27, 0.05, 0.14, -0.01, 0.01, 0.02, 0.03, -0.25, 0.09, -0.36, 0.47, -0.06, 0.13, -0.44, 0.11, -0.03, 0.12], "charge": 2}

# 3
{"formula": "C19H20N2O3", "method": "ωB97M-V/def2-TZVPD", "elements": ["H", "N", "H", "C", "H", "H", "H", "H", "O", "H", "H", "C", "C", "H", "H", "H", "C", "H", "H", "C", "C", "H", "O", "C", "C", "C", "C", "C", "H", "C", "C", "C", "O", "C", "C", "H", "H", "H", "N", "C", "H", "H", "C", "C"], "positions_angstrom": [[-0.21, 3.55, 0.70], [-1.86, 2.05, -0.80], [-0.72, -4.28, 0.60], [0.51, -2.57, 1.17], [6.27, 1.18, -0.32], [-4.77, 2.52, -0.48], [1.27, -1.99, 0.64], [-4.52, 1.65, 1.05], [-4.17, 0.64, -0.74], [5.84, 0.39, 1.20], [4.05, 1.94, 0.53], [5.81, 0.29, 0.12], [0.28, 2.74, 0.18], [1.02, -3.22, 1.89], [-3.90, -1.37, -2.22], [-2.25, 1.46, -1.52], [-3.30, -0.40, -0.43], [-2.27, -3.22, -1.99], [0.26, -3.65, -0.73], [-2.71, 2.42, 0.19], [-4.12, 1.81, 0.04], [-2.52, 0.34, 1.45], [-2.44, 3.14, 1.12], [-0.32, -3.37, 0.15], [-2.47, -0.42, 0.69], [-1.44, -2.43, -0.18], [-3.24, -1.42, -1.38], [-0.47, 1.92, -0.65], [6.38, -0.58, -0.18], [-0.49, -1.62, 1.84], [4.38, 0.14, -0.37], [2.25, 1.43, -0.28], [3.99, -0.82, -0.97], [1.62, 2.50, 0.36], [-2.31, -2.44, -1.25], [1.98, -0.20, -1.64], [-0.93, -2.07, 2.73], [-0.03, -0.67, 2.14], [3.61, 1.22, -0.03], [0.16, 0.87, -1.32], [2.19, 3.14, 1.02], [-0.41, 0.22, -1.97], [-1.54, -1.43, 0.79], [1.51, 0.62, -1.14]], "lowdin_charge": [0.11, 0.14, 0.12, -0.16, 0.08, 0.14, 0.10, 0.14, -0.06, 0.08, 0.14, 0.00, -0.01, 0.11, 0.12, 0.14, -0.27, 0.11, 0.11, -0.47, -0.09, 0.13, 0.08, -0.13, 0.04, -0.20, -0.01, -0.23, 0.08, -0.12, -0.52, -0.23, 0.06, -0.02, -0.02, 0.10, 0.12, 0.12, 0.11, -0.01, 0.11, 0.12, -0.18, -0.01], "charge": 0, "smiles": "CC(=O)Nc1ccc(NC(=O)COc2ccc3c(c2)CCC3)cc1"}

Orbital gap (computed, eV): 8.06; 4.66; 8.75
E_LUMO (computed, eV): -2.8124; -8.3723; 0.6893
HOMO level (computed, Ha): -0.400; -0.479; -0.296